# C30H59Cl2FN6O9P2S

A molecular structure, C30H59Cl2FN6O9P2S at a distorted geometry (ωB97M-V/def2-TZVPD, the OMol25 dataset).

Values from the calculation:
- LUMO: 0.01426 Ha
- Orbital gap: 8.04 eV
- Highest occupied orbital energy: -7.6483 eV

Geometry as XYZ:
```
110
C30H59Cl2FN6O9P2S, DFT ωB97M-V/def2-TZVPD
C 4.605 2.236 0.719
C 5.398 1.629 -0.434
O 6.752 1.377 -0.120
C 6.882 0.168 0.604
C 6.821 -1.057 -0.321
O 6.130 -2.165 0.226
C 4.750 -1.975 0.419
C 3.939 -1.846 -0.869
O 2.635 -1.411 -0.482
C 1.681 -1.621 -1.499
C 0.317 -1.796 -0.824
C -0.274 -0.368 -0.509
C -1.628 -0.257 -0.202
C -2.206 0.946 0.100
C -1.485 2.127 0.124
C -0.136 2.038 -0.214
C 0.454 0.813 -0.525
O -0.661 -2.279 -1.762
S -1.469 -3.442 -1.009
O -0.861 -4.667 -1.406
O -2.849 -3.360 -1.325
O -1.113 -3.103 0.498
C 0.251 -2.557 0.561
F 0.409 -1.610 1.486
C 1.107 -3.786 0.861
Cl 2.176 -4.467 -0.303
C 1.031 -4.386 2.052
C 1.829 -5.581 2.476
Cl -0.049 -3.807 3.277
H 5.127 3.064 1.189
H 3.653 2.571 0.300
H 4.370 1.449 1.436
H 4.861 0.735 -0.769
H 5.395 2.327 -1.274
H 6.167 0.115 1.429
H 7.870 0.211 1.062
H 6.470 -0.785 -1.320
H 7.847 -1.393 -0.465
H 4.493 -1.130 1.069
H 4.382 -2.869 0.923
H 3.892 -2.814 -1.370
H 4.352 -1.134 -1.589
H 1.624 -0.792 -2.205
H 1.880 -2.554 -2.029
H -2.253 -1.136 -0.196
H -3.259 0.989 0.348
H -1.937 3.070 0.392
H 0.468 2.937 -0.220
H 1.509 0.832 -0.766
H 2.101 -6.219 1.644
H 2.684 -5.240 3.060
H 1.206 -6.175 3.144
O 3.848 2.721 4.129
P 2.668 2.847 5.042
N 1.428 2.425 3.921
C 0.236 3.089 3.460
C 1.489 1.047 3.456
N 2.855 4.528 5.413
C 1.883 5.579 5.141
C 4.210 5.051 5.220
N 1.795 2.534 6.495
C 2.122 1.266 7.151
C 0.437 2.925 6.767
H -0.683 2.647 3.875
H 0.183 2.981 2.372
H 0.216 4.154 3.671
H 0.943 0.362 4.122
H 2.523 0.702 3.394
H 1.066 0.955 2.452
H 1.448 5.515 4.139
H 2.361 6.556 5.198
H 1.091 5.618 5.893
H 4.409 5.325 4.177
H 4.959 4.327 5.527
H 4.349 5.935 5.846
H 1.597 0.415 6.692
H 1.859 1.298 8.210
H 3.195 1.068 7.090
H -0.274 2.115 6.545
H 0.111 3.796 6.205
H 0.347 3.173 7.828
O -6.290 0.938 -6.330
P -6.305 -0.436 -5.744
N -5.350 -0.191 -4.330
C -4.189 -0.887 -3.823
C -5.891 0.753 -3.371
N -5.522 -1.275 -7.042
C -4.288 -2.046 -6.952
C -5.573 -0.584 -8.333
N -7.156 -1.838 -5.220
C -8.529 -1.591 -4.776
C -6.589 -2.977 -4.544
H -4.429 -1.517 -2.955
H -3.424 -0.171 -3.498
H -3.709 -1.518 -4.563
H -6.582 0.271 -2.663
H -6.432 1.555 -3.876
H -5.090 1.226 -2.797
H -3.504 -1.541 -6.382
H -3.876 -2.210 -7.948
H -4.453 -3.051 -6.555
H -4.786 0.173 -8.434
H -6.531 -0.096 -8.481
H -5.461 -1.313 -9.138
H -8.570 -1.222 -3.741
H -9.126 -2.504 -4.835
H -9.012 -0.848 -5.415
H -6.694 -2.899 -3.453
H -5.533 -3.129 -4.750
H -7.114 -3.879 -4.872
```

Results of the Löwdin charge analysis, in e, for atoms 1 through 5: C -0.06; C -0.27; O -0.13; C -0.18; C -0.17

---

# C11H16N2O2

C11H16N2O2 in the gas phase at a distorted geometry (ωB97M-V/def2-TZVPD, the OMol25 dataset).

Values from the calculation:
- LUMO: 0.02646 Ha
- Orbital gap: 9.33 eV
- SMILES string: COc1ccncc1OC[C@@H]1CCCN1
- Highest occupied orbital energy: -8.6068 eV
- Energy relative to the best compared isomer or geometry (same formula, charge and spin): 124.5 kcal per mole

Geometry as XYZ:
```
31
C11H16N2O2, DFT ωB97M-V/def2-TZVPD
C -1.260 2.400 -0.622
O -2.032 1.769 0.468
C -2.335 0.511 0.207
C -3.661 0.251 0.263
C -4.067 -1.099 0.106
N -3.339 -2.056 -0.384
C -2.018 -1.845 -0.342
C -1.403 -0.536 -0.066
O 0.042 -0.672 0.012
C 0.448 -0.333 1.389
C 1.939 0.025 1.165
C 2.287 0.968 0.124
C 2.596 0.203 -1.199
C 2.967 -1.231 -0.693
N 2.700 -1.249 0.777
H -1.801 2.342 -1.567
H -0.289 1.769 -0.665
H -1.041 3.416 -0.093
H -4.321 1.060 0.190
H -5.139 -1.393 0.211
H -1.426 -2.630 -0.720
H 0.025 0.741 1.644
H 0.314 -1.180 2.112
H 2.310 0.219 2.111
H 3.304 1.435 0.263
H 1.486 1.727 0.095
H 1.770 0.194 -2.067
H 3.451 0.514 -1.677
H 2.286 -1.975 -1.028
H 4.045 -1.332 -0.965
H 2.162 -2.012 0.952
```

Results of the Löwdin charge analysis, in e, for atoms 1 through 5: C 0.00; O -0.11; C -0.33; C 0.02; C -0.16

---

# C4H5N2O2P

C4H5N2O2P in the gas phase at a distorted geometry (ωB97M-V/def2-TZVPD, the OMol25 dataset).

Values from the calculation:
- LUMO (spin up / spin down): -0.04681 / -0.04682 Ha
- Orbital gap (spin up / spin down): 6.64 / 6.64 eV
- Highest occupied orbital energy (spin up / spin down): -7.9093 / -7.9092 eV
- Energy relative to the best compared isomer or geometry (same formula, charge and spin): 117.2 kcal per mole

Geometry as XYZ:
```
14
C4H5N2O2P, DFT ωB97M-V/def2-TZVPD
C 0.868 -0.510 0.576
C 0.652 -1.425 1.497
C -0.228 0.262 -0.061
C -1.565 -1.111 1.875
N -0.091 1.014 -1.121
N -2.101 -1.023 3.149
O -1.854 -1.690 4.131
O -2.991 -0.184 3.117
P -1.600 0.495 1.091
H 1.956 -0.301 0.157
H 1.213 -1.941 2.181
H 0.606 0.611 -1.714
H -1.011 1.341 -1.409
H -2.576 0.440 0.192
```

Results of the Löwdin charge analysis, in e, for atoms 1 through 5: C -0.22; C 0.11; C -0.49; C -0.21; N 0.13

---

# C3H3N2P

A molecular structure, C3H3N2P at a distorted geometry (ωB97M-V/def2-TZVPD, the OMol25 dataset).

Values from the calculation:
- 2S+1: 3
- LUMO (spin up / spin down): -0.00017 / -0.15393 Ha
- Orbital gap (spin up / spin down): 5.64 / 7.74 eV
- ⟨S²⟩: 2.01
- Highest occupied orbital energy (spin up / spin down): -5.6399 / -11.9241 eV
- Energy relative to the best compared isomer or geometry (same formula, charge and spin): 40.9 kcal per mole

Geometry as XYZ:
```
9
C3H3N2P, DFT ωB97M-V/def2-TZVPD
C 0.999 0.052 1.785
C -1.433 0.160 1.392
C -0.077 0.392 0.830
N 1.927 -0.135 2.428
N -2.503 -0.102 1.699
P 0.389 -0.219 -0.840
H -0.152 1.804 0.861
H 1.677 0.472 -0.876
H -0.446 0.529 -1.574
```

Results of the Löwdin charge analysis, in e, for atoms 1 through 5: C -0.35; C -0.31; C -0.60; N 0.16; N 0.16

---

# C39H78O17S6

11 unconnected molecules or ions with the total composition C39H78O17S6 at a distorted geometry (ωB97M-V/def2-TZVPD, the OMol25 dataset).

Values from the calculation:
- LUMO: 0.01252 Ha
- Orbital gap: 9.88 eV
- SMILES string: O=S1(=O)CCCC1.O=S1(=O)CCCC1.O=S1(=O)CCCC1.O=S1(=O)CCCC1.O=S1(=O)CCCC1.O=S1(=O)CCCC1.CC(C)=O.CC(C)=O.CC(C)=O.CC(C)=O.CC(C)=O
- Highest occupied orbital energy: -9.5399 eV
- Energy relative to the best compared isomer or geometry (same formula, charge and spin): 40.3 kcal per mole

Geometry as XYZ:
```
140
C39H78O17S6, DFT ωB97M-V/def2-TZVPD
O -5.027 2.571 2.125
S -4.447 1.229 1.992
O -4.037 0.792 0.657
C -3.282 0.992 3.338
C -4.040 0.323 4.469
C -5.044 -0.677 3.835
C -5.642 0.016 2.650
H -2.963 1.994 3.645
H -2.467 0.365 2.911
H -3.333 -0.126 5.161
H -4.530 1.137 5.042
H -5.772 -1.205 4.495
H -4.455 -1.553 3.454
H -6.456 0.643 3.014
H -5.881 -0.527 1.799
O 4.879 -1.616 3.314
S 5.351 -0.613 2.421
O 6.763 -0.601 2.068
C 4.303 -0.727 0.963
C 4.094 0.730 0.507
C 4.918 1.678 1.475
C 4.882 1.024 2.867
H 3.426 -1.343 1.257
H 4.787 -1.365 0.214
H 4.423 0.897 -0.543
H 3.065 1.061 0.522
H 4.475 2.671 1.495
H 5.950 1.599 1.205
H 3.866 0.905 3.391
H 5.560 1.337 3.662
O -0.499 -2.626 -7.142
S -1.270 -3.193 -6.055
O -1.955 -4.423 -6.267
C -0.226 -3.191 -4.588
C -0.216 -1.680 -4.268
C -1.679 -1.171 -4.375
C -2.367 -1.977 -5.531
H 0.780 -3.465 -4.977
H -0.648 -3.844 -3.765
H 0.167 -1.476 -3.297
H 0.308 -1.189 -5.067
H -1.778 -0.148 -4.673
H -2.095 -1.331 -3.365
H -2.557 -1.279 -6.369
H -3.228 -2.612 -5.288
O 1.573 0.334 3.520
S 0.669 -0.641 4.184
O -0.572 -0.234 4.823
C 0.516 -2.131 3.066
C 1.444 -3.190 3.717
C 1.471 -2.884 5.220
C 1.765 -1.423 5.330
H 0.811 -1.804 2.031
H -0.571 -2.369 3.069
H 1.205 -4.257 3.419
H 2.444 -2.999 3.301
H 2.281 -3.404 5.746
H 0.506 -3.193 5.653
H 2.758 -1.187 4.965
H 1.698 -0.954 6.326
O -2.884 -3.244 1.695
S -2.322 -2.227 0.836
O -1.972 -0.986 1.434
C -1.048 -2.993 -0.079
C -1.611 -3.440 -1.470
C -3.106 -3.304 -1.398
C -3.428 -2.026 -0.575
H -0.617 -3.776 0.561
H -0.260 -2.242 -0.168
H -1.137 -2.789 -2.192
H -1.282 -4.433 -1.721
H -3.651 -4.208 -1.085
H -3.525 -3.179 -2.355
H -4.440 -1.956 -0.202
H -3.121 -1.208 -1.225
O 2.974 -3.455 0.189
S 2.653 -4.007 -1.106
O 1.278 -4.476 -1.320
C 3.039 -2.947 -2.436
C 3.991 -3.644 -3.359
C 4.880 -4.590 -2.398
C 3.815 -5.266 -1.531
H 3.419 -1.970 -1.894
H 2.178 -2.568 -3.006
H 3.541 -4.293 -4.090
H 4.735 -3.089 -3.927
H 5.565 -4.032 -1.785
H 5.437 -5.203 -3.074
H 4.172 -5.789 -0.632
H 3.283 -5.991 -2.088
C 3.327 3.518 -0.890
C 2.789 2.846 -2.121
C 3.268 3.464 -3.481
O 2.036 1.905 -1.978
H 3.079 4.614 -0.955
H 4.426 3.335 -0.883
H 2.834 3.068 -0.002
H 4.343 3.771 -3.533
H 2.631 4.247 -3.709
H 3.188 2.687 -4.274
C 1.663 3.773 3.593
C 2.232 4.807 2.626
C 3.528 5.433 2.852
O 1.571 5.213 1.722
H 0.600 3.816 3.557
H 1.947 4.071 4.665
H 2.021 2.762 3.381
H 3.727 6.162 1.989
H 4.328 4.745 3.041
H 3.571 5.980 3.832
C -7.617 -0.157 -1.547
C -6.392 0.457 -2.136
C -6.384 1.985 -2.379
O -5.511 -0.210 -2.574
H -7.328 -1.053 -1.006
H -8.357 -0.471 -2.280
H -8.086 0.507 -0.901
H -6.497 2.485 -1.449
H -7.209 2.319 -3.009
H -5.442 2.307 -2.811
C -0.733 7.084 -0.711
C -0.382 5.548 -0.951
C -1.344 4.501 -0.459
O 0.605 5.272 -1.648
H -1.776 7.367 -1.088
H -0.109 7.726 -1.289
H -0.629 7.409 0.356
H -1.768 4.716 0.527
H -0.746 3.602 -0.358
H -2.168 4.277 -1.184
C 0.169 1.092 0.648
C -0.037 0.493 -0.685
C -1.090 1.131 -1.547
O 0.482 -0.537 -1.051
H 0.162 2.199 0.720
H 1.071 0.655 1.058
H -0.656 0.763 1.330
H -2.097 1.210 -1.063
H -1.170 0.604 -2.454
H -0.725 2.167 -1.842
```

Results of the Löwdin charge analysis, in e, for atoms 1 through 5: O -0.35; S 0.71; O -0.35; C -0.24; C -0.20

---

# C12H15NO5S

C12H15NO5S in the gas phase at a distorted geometry (ωB97M-V/def2-TZVPD, the OMol25 dataset).

Values from the calculation:
- LUMO: 0.01158 Ha
- Orbital gap: 9.19 eV
- SMILES string: Cc1ccc(CNC(=O)CS(=O)(=O)CC(=O)O)cc1
- Highest occupied orbital energy: -8.8776 eV
- Energy relative to the best compared isomer or geometry (same formula, charge and spin): 28.8 kcal per mole

Geometry as XYZ:
```
34
C12H15NO5S, DFT ωB97M-V/def2-TZVPD
C 1.049 6.090 1.475
C 1.249 4.666 1.052
C 1.464 4.338 -0.279
C 1.666 3.023 -0.662
C 1.665 2.006 0.281
C 1.865 0.567 -0.115
N 0.692 -0.221 0.206
C 0.734 -1.279 1.028
O 1.714 -1.648 1.635
C -0.609 -1.995 1.133
S -0.859 -2.963 -0.393
O -0.056 -2.442 -1.459
O -0.771 -4.359 -0.096
C -2.624 -2.601 -0.858
C -2.512 -1.254 -1.485
O -2.153 -0.268 -0.886
O -2.773 -1.263 -2.782
C 1.450 2.331 1.615
C 1.244 3.643 1.994
H 0.303 6.158 2.264
H 1.983 6.497 1.862
H 0.733 6.705 0.636
H 1.471 5.119 -1.026
H 1.830 2.788 -1.704
H 2.074 0.486 -1.186
H 2.695 0.126 0.445
H -0.166 0.008 -0.273
H -1.426 -1.286 1.211
H -0.603 -2.709 1.951
H -3.209 -2.611 0.055
H -2.955 -3.356 -1.562
H -2.587 -0.400 -3.189
H 1.449 1.544 2.355
H 1.080 3.881 3.035
```

Results of the Löwdin charge analysis, in e, for atoms 1 through 5: C -0.05; C -0.29; C -0.05; C -0.04; C -0.22

---

no.,DFT total energy (eV)
1,-116604.2671
2,-18737.5855
3,-20583.7165
4,-15420.7345
5,-141522.8133
6,-35250.6659